61
Properties=species:S:1:pos:R:3:lowdin_charge:R:1 method="wB97M-V/def2-TZVPD" multiplicity=6 homo_lumo_gap_ev="6.4 / 5.7" energy_ha=-2596.63528 relative_energy_kj_mol=0.00 s2=8.99
N -4.0569 0.9190 0.6903 -0.082
C -3.2980 0.8565 -0.4512 -0.447
H 3.9593 0.4796 -0.5433 -0.003
O -2.5655 -0.1206 -0.7030 0.023
H -1.0584 -1.4192 4.5678 0.091
H -0.5559 -2.2902 -3.9169 0.083
H -3.6982 0.0398 2.5696 0.069
O -0.1428 2.1803 1.1401 -0.030
C -4.0714 -0.2254 1.5676 -0.040
H 3.4044 -0.3565 1.0643 0.008
H -3.4447 -1.0110 1.1428 0.085
C 1.0132 1.4059 -3.6596 -0.009
H -1.5406 2.2658 -2.2862 0.080
H -5.7728 1.6697 1.5479 0.124
C 0.7539 0.4775 -2.5241 -0.252
H -0.6545 1.0403 4.5345 0.097
N -0.6085 -1.4449 1.2548 -0.135
O -0.6258 -2.5995 -1.5504 -0.111
H -0.7966 2.3976 3.3893 0.088
H 1.7304 2.2076 -3.4176 0.091
C -3.8675 3.2123 -0.8365 -0.165
H -4.3041 2.5691 1.9337 0.126
H 0.1080 1.9320 -4.0155 0.090
H -5.0974 -0.6039 1.6880 0.099
H -3.0231 2.6003 -3.2207 0.092
C 3.3298 0.4540 0.3058 -0.006
O -1.0340 -2.6888 0.9858 0.009
C -0.8137 -0.9357 2.4913 -0.234
H 1.4127 0.8710 -4.5351 0.081
Mn 0.4578 -0.4772 0.1264 0.919
H 0.2671 2.3336 0.1287 0.030
N -0.1016 0.8872 1.3173 -0.101
H 1.2225 -2.2879 -3.9770 0.100
H -5.4547 3.9550 0.3899 0.118
C -2.5709 1.9270 -2.4816 -0.038
H -2.4849 -1.5918 3.5823 0.088
H 3.0722 -1.6329 -0.3750 0.010
C 0.3310 -1.6494 -3.9227 -0.013
H 0.3049 -1.0338 -4.8196 0.071
C -5.1094 3.0009 -0.0096 -0.159
H 4.6335 -1.6425 -0.8886 0.057
O 1.6331 -1.9592 0.1716 -0.335
H -5.9051 2.5971 -0.6421 0.124
H -2.5311 0.9134 -2.8941 0.097
N -3.3824 1.9360 -1.2922 -0.092
H 2.9260 1.3529 0.9658 0.043
C -1.4023 -1.7275 3.5797 0.005
N 0.7105 0.8946 -1.2596 -0.151
O 3.8039 -1.1465 -0.9274 -0.215
H -4.0752 3.8242 -1.7167 0.123
H -0.8383 -2.7965 -0.0371 0.071
N -0.1226 -1.4137 -1.5166 -0.168
C 0.3414 -0.8591 -2.6714 -0.245
C -4.8371 2.0489 1.1206 -0.177
H -3.1007 3.7283 -0.2346 0.136
C -1.0680 1.3542 3.5628 0.003
H -2.1664 1.3026 3.6798 0.090
C -0.5996 0.4517 2.5006 -0.230
H -1.1736 -2.7901 3.4764 0.096
O 0.7900 2.1859 -1.0758 -0.145
H 1.9282 -2.2841 1.0676 0.062